# C40H43BN7NiOP2S

C40H43BN7NiOP2S as an isolated structure (wB97M-V/def2-TZVPD, OMol25).

Output
- <S²>: 2.008
- Frontier orbital gap (alpha / beta): 7.69 / 7.01 eV
- E: -125785.7634 eV
- Largest force on an atom: 0.77 eV/Å
- Energy relative to the best compared isomer or geometry (same formula, charge and spin): 1.689 eV
- 2S+1: 3
- Net charge: +1
- Molar mass: 801.35 u

The geometry in XYZ format:
```
96
Properties=species:S:1:pos:R:3:forces:R:3:lowdin_spin:R:1
Ni -0.746842 -0.072777 0.636882 -0.252 0.121 0.407 1.697
C 0.146983 -3.523262 -5.982124 0.034 -0.019 0.072 0.000
S 1.342677 -2.294872 -6.545381 -0.055 0.034 -0.033 0.000
C 0.409636 -0.762664 -6.238573 0.027 -0.040 0.064 0.000
C 0.855800 0.006117 -4.997159 -0.068 -0.017 -0.048 0.000
C 0.693372 -0.814394 -3.720926 0.163 0.383 -0.094 0.003
N 1.070182 -0.081046 -2.490657 -0.159 -0.660 0.375 0.010
P -0.042023 0.790957 -1.556165 0.242 -0.162 -0.370 0.049
C -0.299137 2.361176 -2.427949 -0.064 -0.042 0.031 0.013
C -1.208956 2.493701 -3.476673 -0.025 0.115 0.033 0.003
C -1.265301 3.673155 -4.202301 0.010 0.043 0.008 0.001
C -0.411488 4.725728 -3.890248 -0.037 -0.042 -0.032 0.000
C 0.499148 4.596893 -2.852323 -0.018 -0.028 0.025 0.000
C 0.554438 3.418529 -2.121566 0.059 0.001 -0.050 0.002
C -1.666403 -0.064579 -1.600652 0.043 0.058 -0.220 0.005
C -1.702735 -1.459505 -1.490256 0.071 -0.046 -0.051 0.018
C -2.916350 -2.136284 -1.394867 0.076 0.023 0.047 0.000
C -4.097227 -1.421488 -1.397585 -0.088 0.045 -0.010 0.010
C -4.075772 -0.028591 -1.473852 -0.009 -0.085 0.023 0.003
C -2.877512 0.649929 -1.562041 0.071 -0.122 0.058 0.005
P 2.484172 -0.479634 -1.471441 0.000 0.448 -0.147 0.001
C 3.241843 1.195618 -1.409824 0.038 0.032 -0.136 0.001
C 3.607591 1.916905 -2.548758 -0.015 -0.014 0.018 0.000
C 4.114133 3.201484 -2.436838 -0.021 -0.038 0.042 0.000
C 4.260002 3.785581 -1.180254 0.015 -0.012 -0.029 0.000
C 3.900802 3.082041 -0.040987 -0.029 -0.059 -0.030 0.000
C 3.393068 1.790074 -0.160430 -0.008 0.001 0.028 0.001
C 3.662129 -1.416068 -2.496488 -0.020 -0.184 0.001 0.000
C 4.445244 -2.277005 -1.719165 0.005 -0.047 -0.023 0.000
C 5.450593 -3.044133 -2.293214 -0.046 0.002 0.032 0.000
C 5.666062 -2.984568 -3.661785 0.000 -0.002 0.015 0.000
C 4.881630 -2.152054 -4.448899 -0.040 0.054 0.040 0.000
C 3.892193 -1.369455 -3.871240 0.095 0.060 -0.012 0.000
H 0.599220 -4.501037 -6.141483 -0.014 0.013 0.006 0.000
H -0.771095 -3.464068 -6.564791 0.009 0.001 0.003 0.000
H -0.079491 -3.411172 -4.920517 0.007 -0.019 -0.040 0.000
H -0.649010 -1.025013 -6.169691 0.020 0.000 -0.043 0.000
H 0.532387 -0.142581 -7.124778 -0.025 0.052 0.003 0.000
H 0.262288 0.917799 -4.915260 -0.022 0.045 -0.016 0.000
H 1.888862 0.331807 -5.126344 -0.006 0.024 0.054 0.000
H 1.293408 -1.722943 -3.789131 0.023 -0.003 0.029 0.000
H -0.350625 -1.129133 -3.664052 -0.059 -0.013 0.114 0.000
H -1.883713 1.683128 -3.724386 0.056 -0.001 -0.048 0.000
H -1.975582 3.772052 -5.012995 0.010 0.002 0.004 0.000
H -0.455205 5.644279 -4.462229 -0.010 -0.025 0.023 0.000
H 1.169413 5.411460 -2.610504 0.004 -0.011 -0.001 0.000
H 1.291499 3.314818 -1.332272 -0.023 0.005 -0.005 0.001
H -0.777041 -2.021926 -1.543220 -0.013 0.015 -0.044 0.000
H -2.929073 -3.216378 -1.322323 0.007 0.024 -0.013 0.000
H -5.043989 -1.942292 -1.331663 0.021 0.024 0.014 0.001
H -5.003348 0.527826 -1.441860 0.028 -0.025 -0.020 0.000
H -2.870125 1.731434 -1.589769 -0.004 0.006 0.019 0.000
H 3.483687 1.473048 -3.530869 0.020 0.018 0.035 0.000
H 4.396348 3.752942 -3.325633 -0.007 -0.028 0.026 0.000
H 4.663325 4.787069 -1.093021 -0.023 -0.023 -0.006 0.000
H 4.018166 3.533923 0.936592 -0.005 -0.026 -0.026 0.000
H 3.108117 1.234233 0.727986 0.015 0.017 -0.011 0.000
H 4.266537 -2.347454 -0.650149 0.018 -0.012 -0.036 0.000
H 6.046149 -3.701322 -1.671628 -0.013 0.038 -0.014 0.000
H 6.438326 -3.591886 -4.117296 -0.022 0.020 0.014 0.000
H 5.038872 -2.109572 -5.519315 -0.022 -0.002 0.021 0.000
H 3.301936 -0.730698 -4.509046 0.045 -0.028 0.012 0.000
B -3.758887 0.922335 2.004497 -0.012 -0.045 -0.063 0.000
N -2.681298 1.996862 1.604040 -0.010 -0.137 0.197 0.001
C -2.896646 3.308699 1.557770 -0.043 0.077 0.079 0.011
C -1.744680 3.949540 1.114032 -0.051 0.033 0.013 0.005
C -0.849780 2.918835 0.905681 0.074 -0.095 0.153 0.010
N -1.418193 1.733661 1.203259 -0.013 0.185 -0.271 0.039
N -3.064188 -0.388754 2.502108 0.049 0.166 -0.118 0.003
C -3.572715 -1.184800 3.445182 -0.032 -0.028 0.008 0.001
C -2.881187 -2.386267 3.446108 -0.037 0.023 0.082 0.001
C -1.930981 -2.228582 2.449861 -0.005 0.020 -0.112 0.004
N -2.046545 -1.023560 1.872720 -0.127 -0.007 0.120 0.054
H -4.402310 1.361040 2.925769 0.066 -0.022 -0.089 0.000
H -4.451976 0.676358 1.043336 0.118 0.000 0.098 0.000
H -3.851967 3.710040 1.860159 0.065 -0.032 -0.022 0.001
H -1.584381 5.006039 0.978335 -0.018 -0.068 0.023 0.000
H 0.182391 2.958236 0.598519 -0.030 -0.022 -0.045 0.000
H -4.405753 -0.849796 4.043502 0.071 -0.014 -0.046 0.000
H -3.039950 -3.238232 4.085601 0.010 0.046 -0.051 0.000
H -1.179026 -2.927175 2.122970 0.031 0.024 0.001 0.000
N 3.850496 -4.012944 4.234517 0.039 0.090 -0.113 0.000
C 3.791170 -3.863272 2.890376 -0.075 -0.012 0.035 0.000
O 4.571469 -4.359978 2.108824 0.038 -0.076 0.009 0.000
C 2.666581 -3.005290 2.362341 0.080 -0.076 0.011 -0.002
C 2.048382 -3.391008 1.180698 0.039 -0.029 -0.031 0.001
C 1.090317 -2.567393 0.632150 0.073 0.113 0.030 0.000
N 0.733413 -1.406905 1.194215 -0.197 -0.080 -0.060 0.034
C 1.323096 -1.043170 2.334016 -0.022 0.073 -0.081 0.006
C 2.293562 -1.809202 2.950312 0.016 0.047 0.088 0.002
H 4.590823 -4.574815 4.620657 0.007 -0.009 -0.003 0.000
H 3.149736 -3.642050 4.849492 -0.024 -0.031 -0.004 0.000
H 2.340969 -4.306207 0.683603 0.005 0.020 0.028 0.000
H 0.616796 -2.830277 -0.303518 -0.048 0.007 0.063 0.000
H 1.017757 -0.094992 2.764761 -0.052 -0.020 -0.004 0.002
H 2.758111 -1.450370 3.859122 0.010 -0.007 -0.016 0.000
```
Forces are in eV/Å.



# C39H35Cl8GeN5O2PSV

C39H35Cl8GeN5O2PSV as an isolated structure (wB97M-V/def2-TZVPD, OMol25).

Output
- <S²>: 0.801
- Frontier orbital gap (alpha / beta): 7.19 / 7.77 eV
- E: -255063.3312 eV
- Largest force on an atom: 0.62 eV/Å
- Energy relative to the best compared isomer or geometry (same formula, charge and spin): 0.371 eV
- 2S+1: 2
- Net charge: +1
- Molar mass: 1075.96 u

The geometry in XYZ format:
```
93
Properties=species:S:1:pos:R:3:forces:R:3:lowdin_spin:R:1
V -0.208980 0.483364 -0.065240 -0.484 -0.377 -0.116 1.210
C -4.436147 -3.994816 -0.227778 -0.015 -0.017 0.004 -0.002
C -4.800508 -3.037682 0.712985 0.006 -0.016 0.033 0.000
C -3.840653 -2.191523 1.251385 0.007 -0.038 0.023 -0.002
C -2.507641 -2.306434 0.859390 -0.099 -0.029 0.058 -0.006
C -2.148618 -3.265609 -0.084915 -0.008 0.006 0.016 -0.002
C -3.111745 -4.106614 -0.626024 0.010 -0.025 -0.026 0.000
P -1.267037 -1.161110 1.507800 0.135 0.152 -0.225 -0.030
C -0.326429 -2.069080 2.760935 -0.071 -0.022 0.089 -0.002
C -0.179669 -3.454445 2.728751 0.092 0.070 -0.047 -0.002
C 0.568214 -4.096861 3.705094 -0.023 -0.014 -0.030 0.000
C 1.154810 -3.364580 4.725753 0.026 -0.002 0.016 -0.002
C 0.995378 -1.986610 4.769991 0.010 0.039 0.025 0.000
C 0.265110 -1.334974 3.790033 -0.031 -0.017 0.015 -0.002
C -1.917509 0.293016 2.301967 0.218 -0.203 -0.068 0.000
C -2.719672 0.581343 3.396123 -0.067 0.052 0.080 -0.003
C -2.824900 1.909305 3.776102 -0.008 -0.055 0.015 0.009
C -2.104852 2.893428 3.100072 0.062 0.008 -0.071 -0.003
C -1.283713 2.581215 2.025469 0.007 0.085 0.070 0.000
C -1.202974 1.257561 1.596044 0.040 0.273 0.294 -0.057
H -5.185202 -4.656314 -0.643571 0.004 -0.003 -0.001 0.000
H -5.831546 -2.951761 1.031475 0.002 0.005 -0.010 0.000
H -4.131454 -1.426615 1.960241 -0.001 -0.010 0.000 0.000
H -1.117033 -3.357111 -0.405374 -0.003 -0.002 0.007 0.000
H -2.824636 -4.849831 -1.358840 0.000 -0.001 0.007 0.000
H -0.650022 -4.041275 1.952011 -0.027 -0.013 -0.034 0.000
H 0.676952 -5.172993 3.673849 0.009 0.006 0.000 0.000
H 1.729910 -3.868531 5.491681 -0.013 -0.003 -0.001 0.000
H 1.438549 -1.414527 5.575439 0.002 -0.005 -0.007 0.000
H 0.162853 -0.256901 3.818779 0.006 -0.023 -0.002 0.000
H -3.232411 -0.198034 3.946670 0.005 0.000 0.000 0.000
H -3.447990 2.188418 4.615627 -0.007 -0.024 -0.002 0.001
H -2.183666 3.922952 3.426102 0.011 0.000 -0.009 -0.001
H -0.708709 3.372268 1.557109 -0.025 -0.002 -0.011 0.000
Cl 1.070367 4.329416 -0.905363 -0.150 -0.128 0.015 -0.008
Ge -0.576436 2.843434 -1.191703 0.316 0.252 -0.222 -0.013
Cl -2.262742 4.202760 -0.968580 -0.002 -0.103 0.039 -0.006
Cl -0.532886 2.708235 -3.435959 -0.107 -0.050 0.058 -0.010
O 1.624108 1.566436 2.813180 0.012 -0.091 -0.057 0.006
C 2.032200 1.588962 1.657660 0.193 0.240 0.450 0.007
O 1.401569 1.305266 0.594808 -0.116 -0.027 -0.328 0.006
C 3.483982 2.048735 1.444461 -0.062 -0.186 -0.074 0.000
N 4.158812 1.870227 2.780566 0.186 0.048 0.050 0.000
C 4.931634 3.128790 3.114786 -0.002 -0.042 -0.039 0.000
C 4.996908 3.874434 1.789373 0.019 0.039 0.054 0.000
C 3.662117 3.533167 1.135534 -0.036 0.057 -0.087 0.000
H 3.989238 1.404393 0.726032 -0.029 0.037 -0.044 0.000
H 4.752306 1.044477 2.778791 -0.004 0.000 0.010 0.000
H 3.364605 1.705797 3.424558 -0.114 -0.003 0.054 0.000
H 5.891048 2.851527 3.542521 0.007 0.023 0.000 0.000
H 4.350752 3.671077 3.857383 -0.009 0.008 -0.005 0.000
H 5.830751 3.518257 1.181591 -0.019 -0.024 -0.010 0.000
H 5.128454 4.944281 1.935862 0.005 -0.007 0.010 0.000
H 3.651955 3.733788 0.067585 0.007 -0.015 0.052 0.000
H 2.845462 4.106354 1.579883 0.029 -0.005 0.025 0.000
N 4.887004 4.496011 -2.118201 -0.063 -0.008 0.024 0.000
C 4.238482 3.686511 -2.613875 0.203 0.152 -0.004 0.000
C 3.472995 2.609885 -3.162451 -0.156 -0.195 0.040 0.000
C 3.349405 2.375254 -4.524836 -0.001 0.002 0.003 0.000
C 2.613996 1.273468 -4.926181 0.014 -0.007 -0.027 0.000
C 2.039894 0.461888 -3.961505 0.045 -0.038 0.002 0.000
N 2.149645 0.682420 -2.650277 -0.116 0.103 -0.037 0.000
C 2.845326 1.741044 -2.270626 0.065 -0.025 -0.077 0.000
H 3.815987 3.033894 -5.244359 0.004 0.010 0.007 0.000
H 2.485871 1.044203 -5.974529 0.001 0.002 0.003 0.000
H 1.464137 -0.409426 -4.256281 -0.017 0.011 0.007 0.000
H 2.899612 1.927829 -1.208485 -0.009 0.009 0.036 0.000
S -2.858330 0.697005 -0.488777 0.006 0.174 -0.021 -0.025
C -3.462831 0.100613 -2.004329 0.050 -0.176 0.198 -0.005
N -4.263264 -0.959332 -1.967766 0.004 0.106 -0.094 -0.003
C -4.966189 -1.502853 -3.127342 0.028 -0.007 -0.025 0.000
C -5.065401 -0.436955 -4.207608 0.043 -0.023 0.031 0.000
C -3.687353 0.164239 -4.434158 0.028 -0.031 -0.022 0.000
N -3.165655 0.659821 -3.163001 -0.124 0.103 -0.134 -0.002
H -4.375945 -1.395392 -1.062308 -0.031 0.018 -0.038 0.000
H -5.952098 -1.833782 -2.804301 -0.012 0.011 0.002 0.000
H -4.425684 -2.375862 -3.502849 0.001 -0.010 0.011 0.000
H -5.761461 0.346208 -3.903156 -0.001 0.000 0.014 0.000
H -5.438895 -0.881813 -5.128132 -0.002 0.006 -0.009 0.000
H -3.714871 1.000069 -5.129616 -0.032 0.001 0.000 0.000
H -3.005505 -0.588591 -4.840911 0.014 0.013 -0.006 0.000
H -2.602642 1.502375 -3.161635 0.068 -0.019 0.057 0.000
Cl 2.799445 -1.352416 1.684331 0.064 0.001 0.103 -0.001
C 2.146702 -1.898854 0.173927 -0.069 0.018 -0.064 -0.003
C 1.042855 -1.264928 -0.375355 -0.110 0.057 0.138 -0.038
C 0.628115 -1.770889 -1.587771 -0.015 0.045 0.005 -0.003
Cl -0.713321 -0.874153 -2.259513 0.220 -0.116 -0.175 -0.001
C 1.192635 -2.831099 -2.267681 0.077 -0.009 0.089 -0.001
Cl 0.561509 -3.355507 -3.775573 -0.023 0.006 -0.029 -0.001
C 2.291207 -3.454187 -1.675322 -0.030 -0.020 -0.063 0.001
Cl 3.035746 -4.786705 -2.456787 0.002 0.009 0.013 0.000
C 2.773043 -2.980858 -0.453927 0.002 -0.012 -0.012 -0.001
Cl 4.133570 -3.747584 0.263062 -0.016 0.022 0.007 -0.001
```
Forces are in eV/Å.



# C4H2O2

One molecule with the formula C4H2O2 (wB97M-V/def2-TZVPD, OMol25).

Output
- Frontier orbital gap: 9.97 eV
- E: -8272.1185 eV
- Largest force on an atom: 0.68 eV/Å
- Energy relative to the best compared isomer or geometry (same formula, charge and spin): 0.410 eV
- Molar mass: 82.06 u

The geometry in XYZ format:
```
8
Properties=species:S:1:pos:R:3:forces:R:3:lowdin_charge:R:1
O -2.524751 0.383223 0.846984 0.056 -0.417 -0.320 0.077
C -2.002698 -0.362504 0.052800 -0.208 0.274 0.244 -0.264
C -0.553435 -0.364107 -0.090082 0.565 0.373 0.042 0.067
C 0.626580 -0.109712 -0.131261 -0.543 -0.176 0.029 0.065
C 1.998952 0.368148 -0.056242 0.372 -0.243 0.028 -0.267
O 2.965823 -0.351023 -0.010920 -0.383 0.296 -0.033 0.074
H -2.584081 -1.034559 -0.598151 0.077 0.027 0.064 0.120
H 2.073610 1.470535 -0.013125 0.064 -0.133 -0.054 0.127
```
Forces are in eV/Å.



# C4H7NO

One molecule with the formula C4H7NO (wB97M-V/def2-TZVPD, OMol25).

Output
- Frontier orbital gap: 10.67 eV
- E: -7798.4037 eV
- Largest force on an atom: 0.44 eV/Å
- Energy relative to the best compared isomer or geometry (same formula, charge and spin): 1.241 eV
- Molar mass: 85.11 u

The geometry in XYZ format:
```
13
Properties=species:S:1:pos:R:3:forces:R:3:lowdin_charge:R:1
C -1.318479 -0.847287 0.234709 0.103 0.131 -0.062 -0.051
C -0.295093 -0.057524 -0.615766 -0.025 0.002 -0.090 -0.351
C 0.224537 1.291824 -0.078475 -0.222 -0.048 -0.090 -0.126
O 1.338136 0.902726 0.752636 0.024 -0.040 0.050 -0.052
C 1.687125 -0.313820 0.267963 0.007 -0.231 -0.132 -0.235
N 0.939389 -0.876337 -0.584515 0.352 0.073 0.248 0.081
H -2.284604 -0.930864 -0.267726 0.031 0.121 0.158 0.068
H -1.455333 -0.414108 1.231893 0.001 0.001 -0.185 0.078
H -0.912240 -1.858433 0.364633 -0.246 0.232 -0.036 0.075
H -0.663021 0.060042 -1.641051 0.160 -0.097 0.193 0.131
H -0.458925 1.885658 0.529525 -0.032 -0.179 -0.065 0.122
H 0.618478 1.908474 -0.902236 -0.127 -0.155 0.227 0.124
H 2.580034 -0.750354 0.708404 -0.026 0.191 -0.216 0.134
```
Forces are in eV/Å.